ORCA calculation (ωB97M-V/def2-TZVPD) on a molecular structure, C39H35Cl3N6O6SSe2Te2W at a distorted geometry.

* LUMO (spin up / spin down): -1.81 / -1.85 eV
* orbital gap (spin up / spin down): 5.41 / 5.38 eV
* spin multiplicity: 1

Atoms and positions in Å:
W1 -0.769 0.034 -0.903
Se1 0.454 -0.652 -2.830
Te1 -0.290 -5.151 -1.114
Te2 -1.015 -2.472 -1.066
Se2 -1.160 -1.191 1.217
Cl1 2.776 -2.307 7.009
C1 2.745 -3.342 5.616
C2 3.926 -3.627 4.947
C3 3.872 -4.405 3.807
C4 2.670 -4.904 3.305
C5 2.658 -5.635 1.985
C6 3.468 -4.975 0.865
N1 3.304 -3.539 0.712
C7 4.116 -2.770 -0.092
C8 3.552 -1.532 -0.130
N2 2.404 -1.519 0.619
C9 2.277 -2.732 1.093
O1 3.268 -6.929 2.146
C10 2.350 -8.019 2.051
C11 1.843 -8.143 0.644
C12 0.538 -8.184 0.268
Cl2 -0.850 -8.224 1.301
S1 0.332 -8.069 -1.431
C13 2.023 -8.029 -1.681
C14 2.698 -8.084 -0.506
C15 1.520 -4.632 4.036
Cl3 -0.035 -5.212 3.504
C16 1.538 -3.856 5.187
H1 4.862 -3.224 5.305
H2 4.791 -4.627 3.279
H3 1.626 -5.754 1.652
H4 3.181 -5.451 -0.074
H5 4.521 -5.191 1.053
H6 4.991 -3.184 -0.564
H7 3.904 -0.649 -0.638
H8 1.471 -3.067 1.724
H9 1.512 -7.886 2.741
H10 2.906 -8.904 2.360
H11 2.416 -8.015 -2.685
H12 3.777 -8.077 -0.432
H13 0.624 -3.648 5.723
O2 -2.415 0.408 -2.105
C17 -2.083 1.562 -2.575
N3 -2.908 2.302 -3.314
C18 -2.376 3.655 -3.382
C19 -1.026 3.429 -2.619
O3 -0.251 4.318 -2.386
N4 -0.889 2.088 -2.255
C20 -3.251 4.605 -2.558
C21 -3.492 4.287 -1.221
C22 -4.303 5.095 -0.444
C23 -4.894 6.227 -0.993
C24 -4.667 6.540 -2.322
C25 -3.848 5.730 -3.104
C26 -2.107 4.118 -4.803
C27 -1.357 5.273 -5.024
C28 -1.094 5.698 -6.315
C29 -1.576 4.981 -7.403
C30 -2.322 3.834 -7.188
C31 -2.584 3.404 -5.893
H14 -3.875 2.058 -3.446
H15 -3.047 3.401 -0.783
H16 -4.480 4.838 0.594
H17 -5.532 6.858 -0.387
H18 -5.130 7.413 -2.762
H19 -3.686 5.985 -4.142
H20 -0.972 5.827 -4.179
H21 -0.507 6.593 -6.473
H22 -1.362 5.311 -8.411
H23 -2.699 3.265 -8.028
H24 -3.157 2.498 -5.743
C32 0.948 4.434 0.940
C33 -0.408 4.186 1.587
C34 -0.738 2.732 2.083
C35 -2.133 2.760 2.732
C36 -2.474 1.624 3.690
C37 0.359 2.303 3.045
O4 0.364 2.610 4.212
N5 1.395 1.585 2.484
C38 1.581 1.305 1.131
O5 2.662 1.055 0.684
N6 0.423 1.361 0.333
C39 -0.693 1.858 0.872
O6 -1.724 1.618 0.168
H25 1.045 5.500 0.735
H26 1.056 3.920 -0.015
H27 1.775 4.154 1.594
H28 -1.204 4.457 0.887
H29 -0.521 4.815 2.471
H30 -2.856 2.773 1.915
H31 -2.227 3.715 3.250
H32 -2.372 0.650 3.208
H33 -3.512 1.726 4.008
H34 -1.844 1.645 4.575
H35 2.194 1.392 3.070

Here are the Mulliken charges for atoms 1 to 4, given in e: number 1, W, carries 1.14; number 2, Se, carries -0.40; number 3, Te, carries 0.08; number 4, Te, carries -0.19

ORCA calculation (ωB97M-V/def2-TZVPD) on a molecular structure, C39H35CsN6O2P2S5 at a distorted geometry.

* net charge: -2
* LUMO: 3.26 eV
* orbital gap: 3.04 eV
* spin multiplicity: 1

Atoms and positions in Å:
Cs1 -1.133 -1.185 -1.031
C1 -6.390 2.085 2.132
N1 -5.497 1.410 1.140
C2 -5.883 1.022 -0.163
C3 -4.815 0.418 -0.769
N2 -3.732 0.410 0.089
C4 -4.159 1.007 1.238
P1 -3.173 1.093 2.782
C5 -1.716 2.167 2.463
N3 -0.580 1.710 1.887
C6 0.230 2.822 1.792
C7 -0.355 3.915 2.350
N4 -1.637 3.510 2.811
C8 -2.649 4.404 3.443
C9 -2.465 -0.578 3.087
N5 -1.965 -1.403 2.148
C10 -1.578 -2.566 2.813
C11 -1.798 -2.441 4.145
N6 -2.414 -1.183 4.355
C12 -2.825 -0.667 5.681
H1 -7.447 1.922 1.891
H2 -6.171 3.164 2.145
H3 -6.155 1.689 3.126
H4 -6.875 1.180 -0.539
H5 -4.794 0.040 -1.776
H6 1.221 2.826 1.367
H7 -0.022 4.937 2.468
H8 -2.264 5.430 3.534
H9 -2.903 4.021 4.448
H10 -3.573 4.407 2.848
H11 -1.119 -3.402 2.295
H12 -1.694 -3.138 4.965
H13 -2.766 -1.440 6.459
H14 -3.854 -0.304 5.637
H15 -2.169 0.177 5.985
O1 0.424 4.722 -6.588
C13 -0.163 3.977 -5.849
S1 0.224 2.255 -5.785
C14 -0.923 1.805 -4.590
C15 -1.753 2.834 -4.038
S2 -2.987 2.736 -2.882
S3 -1.463 4.434 -4.724
S4 -0.985 0.112 -4.275
O2 1.694 -0.817 -1.144
P2 2.859 0.136 -1.112
C16 3.855 -0.099 -2.570
C17 5.167 0.380 -2.737
C18 5.834 0.225 -3.953
C19 5.202 -0.320 -5.060
C20 3.900 -0.784 -4.912
C21 3.235 -0.676 -3.684
C22 2.478 1.872 -1.052
C23 3.399 2.834 -0.538
C24 3.179 4.193 -0.716
C25 2.024 4.648 -1.332
C26 1.051 3.734 -1.756
C27 1.324 2.366 -1.667
C28 3.811 -0.180 0.379
C29 4.964 -1.003 0.388
C30 5.637 -1.311 1.565
C31 5.190 -0.798 2.787
C32 3.977 -0.112 2.832
C33 3.302 0.178 1.632
H16 5.696 0.853 -1.910
H17 6.858 0.602 -4.031
H18 5.723 -0.377 -6.017
H19 3.383 -1.275 -5.730
H20 2.188 -1.015 -3.620
H21 4.322 2.492 -0.033
H22 3.924 4.917 -0.357
H23 1.879 5.715 -1.433
H24 0.116 4.097 -2.190
H25 0.583 1.680 -2.089
H26 5.373 -1.390 -0.552
H27 6.531 -1.912 1.529
H28 5.793 -0.951 3.674
H29 3.533 0.242 3.773
H30 2.335 0.700 1.684
S5 -1.732 -4.389 -0.349
C34 -1.551 -6.081 -0.512
C35 -2.397 -6.761 -1.434
C36 -2.273 -8.116 -1.664
C37 -1.314 -8.839 -0.964
C38 -0.521 -8.225 -0.008
C39 -0.647 -6.873 0.231
H31 -3.142 -6.163 -1.936
H32 -2.926 -8.573 -2.393
H33 -1.196 -9.909 -1.098
H34 0.178 -8.841 0.537
H35 -0.055 -6.409 1.024

Here are the Mulliken charges for atoms 1 to 4, given in e: number 1, Cs, carries 1.26; number 2, C, carries -0.79; number 3, N, carries 0.35; number 4, C, carries -0.34

ORCA calculation (ωB97M-V/def2-TZVPD) on a molecular structure, C39H35KN5O5PS3.

* LUMO: -0.13 eV
* orbital gap: 6.49 eV
* spin multiplicity: 1

Atoms and positions in Å:
K1 -1.083 0.206 -0.339
O1 -5.431 0.161 -1.900
C1 -4.221 0.368 -1.355
O2 -3.215 -0.131 -1.792
C2 -4.290 1.282 -0.150
C3 -5.480 1.774 0.362
C4 -5.408 2.621 1.463
C5 -4.177 2.949 2.003
C6 -3.038 2.403 1.419
N1 -3.115 1.593 0.376
C7 -1.618 2.617 1.936
O3 -1.363 3.671 2.704
O4 -0.744 1.822 1.703
H1 -5.294 -0.367 -2.700
H2 -6.427 1.508 -0.084
H3 -6.312 3.026 1.896
H4 -4.107 3.610 2.858
H5 -1.983 4.421 2.620
S1 -1.690 6.718 2.145
C8 -1.347 5.891 0.721
S2 -2.591 5.090 -0.168
C9 -1.423 4.302 -1.196
N2 -0.207 4.711 -0.969
N3 -0.189 5.607 0.108
C10 1.105 6.065 0.494
C11 1.296 7.357 0.961
C12 2.574 7.765 1.314
C13 3.650 6.898 1.195
C14 3.446 5.612 0.712
C15 2.175 5.190 0.360
S3 -1.998 3.108 -2.257
H6 0.455 8.029 1.049
H7 2.726 8.773 1.680
H8 4.645 7.225 1.470
H9 4.283 4.931 0.608
H10 1.993 4.199 -0.032
C16 3.603 2.080 -0.971
P1 2.031 1.285 -0.456
C17 2.042 -0.133 -1.647
C18 3.005 -1.141 -1.578
C19 3.006 -2.182 -2.492
C20 2.035 -2.234 -3.486
C21 1.082 -1.231 -3.574
C22 1.088 -0.179 -2.663
C23 2.533 0.381 1.063
C24 3.682 0.685 1.788
C25 3.984 -0.002 2.959
C26 3.147 -1.006 3.418
C27 1.994 -1.318 2.706
C28 1.689 -0.621 1.551
H11 3.810 2.951 -0.347
H12 3.471 2.429 -1.995
H13 4.452 1.397 -0.935
H14 3.760 -1.108 -0.799
H15 3.757 -2.961 -2.425
H16 2.027 -3.053 -4.195
H17 0.337 -1.253 -4.360
H18 0.360 0.623 -2.759
H19 4.353 1.464 1.446
H20 4.881 0.252 3.510
H21 3.386 -1.542 4.328
H22 1.334 -2.105 3.049
H23 0.791 -0.889 1.007
C29 -1.309 -6.480 -1.829
N4 -1.936 -5.449 -1.006
N5 -1.137 -4.403 -0.546
C30 -1.900 -3.250 -0.420
O5 -1.486 -2.204 0.078
C31 -3.202 -3.608 -0.925
C32 -3.162 -4.912 -1.291
C33 -4.207 -5.751 -1.936
C34 0.075 -4.672 0.140
C35 0.199 -5.804 0.936
C36 1.402 -6.048 1.583
C37 2.461 -5.160 1.451
C38 2.319 -4.027 0.661
C39 1.129 -3.782 -0.006
H24 -0.231 -6.361 -1.770
H25 -1.611 -6.391 -2.874
H26 -1.567 -7.470 -1.458
H27 -4.047 -2.942 -0.968
H28 -5.164 -5.235 -1.904
H29 -4.311 -6.713 -1.434
H30 -3.962 -5.944 -2.983
H31 -0.643 -6.474 1.055
H32 1.508 -6.931 2.201
H33 3.394 -5.350 1.965
H34 3.136 -3.324 0.562
H35 1.016 -2.912 -0.640

Here are the natural (NBO) charges for atoms 1 to 4, given in e: number 1, K, carries 0.89; number 2, O, carries -0.67; number 3, C, carries 0.79; number 4, O, carries -0.59